[1]
{
  "formula": "C3H2N2O2",
  "method": "wB97M-V/def2-TZVPD",
  "relative_energy_kj_mol": 220.49,
  "orbital_gap_ev": 11.32,
  "lumo_ev": 0.06,
  "fmax_ev_per_a": 1.4,
  "species": ["N", "C", "O", "C", "O", "C", "N", "H", "H"],
  "xyz": [[-1.385, -0.624, -0.472], [-0.749, 0.175, 0.239], [0.606, 0.436, 0.350], [1.521, -0.412, -0.187], [1.288, -1.373, -0.861], [-1.619, 2.068, 0.621], [-1.413, 1.036, 1.190], [-0.768, -1.236, -0.997], [2.518, -0.071, 0.117]]
}

[2]
{
  "formula": "C3H2N2O2",
  "method": "wB97M-V/def2-TZVPD",
  "relative_energy_kj_mol": 196.05,
  "orbital_gap_ev": 10.03,
  "lumo_ev": -0.35,
  "smiles": "O=c1cnocn1",
  "fmax_ev_per_a": 1.8,
  "species": ["O", "C", "C", "N", "O", "C", "N", "H", "H"],
  "xyz": [[1.616, -0.801, 1.354], [0.766, -0.327, 0.660], [-0.694, -0.191, 1.014], [-1.619, 0.191, 0.180], [-1.162, 0.602, -1.085], [0.110, 0.495, -1.388], [1.046, 0.009, -0.674], [-1.054, -0.573, 1.972], [0.339, 0.905, -2.392]]
}

[3]
{
  "formula": "C3H2N2O2",
  "method": "wB97M-V/def2-TZVPD",
  "relative_energy_kj_mol": 358.04,
  "orbital_gap_ev": 10.60,
  "lumo_ev": 0.47,
  "smiles": "O=C1NC12NC2=O",
  "fmax_ev_per_a": 5.2,
  "species": ["O", "C", "N", "C", "N", "C", "O", "H", "H"],
  "xyz": [[2.457, 1.051, -0.442], [1.425, 0.485, -0.062], [0.966, -0.443, 0.765], [-0.053, 0.295, -0.213], [-0.884, -0.371, -1.101], [-1.453, 0.346, -0.055], [-2.393, 0.685, 0.530], [0.875, -0.670, 1.700], [-0.941, -1.379, -1.123]]
}

[4]
{
  "formula": "C3H2N2O2",
  "method": "wB97M-V/def2-TZVPD",
  "relative_energy_kj_mol": 324.54,
  "orbital_gap_ev": 7.28,
  "lumo_ev": -1.15,
  "smiles": "N=C=C=O.N=C=O",
  "fmax_ev_per_a": 4.6,
  "species": ["N", "C", "C", "O", "H", "N", "C", "O", "H"],
  "xyz": [[0.846, -0.227, -1.618], [0.176, 0.656, -1.068], [-0.734, 1.554, -1.123], [-1.395, 2.403, -0.616], [1.527, -0.795, -1.240], [0.439, -0.691, 1.743], [-0.571, -0.849, 1.151], [-1.509, -1.115, 0.548], [1.221, -0.936, 2.223]]
}

[5]
{
  "formula": "C3H2N2O2",
  "method": "wB97M-V/def2-TZVPD",
  "relative_energy_kj_mol": 366.62,
  "orbital_gap_ev": 9.34,
  "lumo_ev": -0.75,
  "smiles": "O=CC(=O)N1C=N1",
  "fmax_ev_per_a": 0.8,
  "species": ["O", "C", "C", "O", "N", "C", "N", "H", "H"],
  "xyz": [[1.706, 0.859, 1.889], [0.902, 0.060, 1.484], [-0.147, 0.468, 0.434], [-0.568, 1.586, 0.322], [-0.592, -0.666, -0.317], [-0.572, -0.498, -1.719], [-1.719, -0.202, -1.372], [0.867, -0.995, 1.822], [0.121, -0.612, -2.543]]
}

[6]
{
  "formula": "C3H2N2O2",
  "method": "wB97M-V/def2-TZVPD",
  "relative_energy_kj_mol": 601.00,
  "orbital_gap_ev": 10.01,
  "lumo_ev": -0.37,
  "fmax_ev_per_a": 6.2,
  "species": ["C", "C", "C", "H", "H", "N", "N", "O", "O"],
  "xyz": [[-0.330, 0.364, 1.731], [-0.028, 0.740, -0.195], [-0.344, -0.492, 0.465], [0.587, 0.176, 2.498], [-1.328, 0.642, 2.214], [0.513, 0.424, -1.421], [-0.190, -1.582, -0.215], [0.203, 1.471, 0.924], [0.133, -1.019, -1.583]]
}